ORCA calculation (the ωB97M-V functional and the def2-TZVPD basis) on a 2-piece molecular cluster, C6H14BBrO5 overall.

Computed properties:
SMILES string	C[C@@H](Br)CCOC(=O)CB(O)O.O
DFT total energy	-87408.5592	eV
energy relative to the best compared isomer or geometry (same formula, charge and spin)	0.109	eV
LUMO energy	0.25	eV
frontier orbital gap	0.3951	hartree

Geometry as ORCA input:
```
! wB97M-V def2-TZVPD RIJCOSX def2/J DEFGRID3
* xyz 0 1
C 2.02658 -0.83845 -0.06770
C 0.95899 0.13244 0.41914
Br 1.62359 1.02442 2.04528
C 0.60127 1.21004 -0.60681
C -0.52226 0.83980 -1.57948
O -0.48067 -0.52549 -2.00930
C -1.25537 -1.43644 -1.36452
O -0.79446 -2.51209 -1.06547
C -2.67860 -1.06304 -1.08283
B -2.90244 -0.74228 0.46055
O -3.84258 0.19626 0.84360
O -2.19106 -1.40071 1.41978
H 1.59693 -1.44929 -0.86519
H 2.39213 -1.47450 0.73732
H 2.86104 -0.27005 -0.48815
H 0.06856 -0.40229 0.75432
H 1.49924 1.47427 -1.17593
H 0.29311 2.12177 -0.08659
H -1.50867 1.09142 -1.17482
H -0.40286 1.44269 -2.48431
H -3.06639 -0.27463 -1.72770
H -3.26717 -1.96961 -1.27930
H -3.46927 0.83854 1.45991
H -1.65759 -2.12532 1.06205
O 5.04120 1.83526 2.59059
H 4.14046 1.48978 2.59561
H 4.93630 2.78752 2.66997
*
```

ORCA calculation (the ωB97M-V functional and the def2-TZVPD basis) on one molecule with the formula C3H4ClF in a non-equilibrium geometry.

Computed properties:
SMILES string	FC/C=C/Cl
DFT total energy	-18413.1507	eV
energy relative to the best compared isomer or geometry (same formula, charge and spin)	1.923	eV
LUMO energy	0.62	eV
frontier orbital gap	0.3827	hartree

Geometry as ORCA input:
```
! wB97M-V def2-TZVPD RIJCOSX def2/J DEFGRID3
* xyz 0 1
F 1.84930 -1.06020 -0.39459
C 1.20110 0.13271 0.12095
C -0.14064 -0.21714 0.08345
C -1.27251 0.34851 -0.31484
Cl -2.60378 -0.66332 -0.11239
H 1.84052 0.19523 0.98764
H 1.31431 0.94651 -0.59596
H -0.62046 -1.01184 0.96153
H -1.56784 1.32956 -0.73578
*
```

ORCA calculation (the ωB97M-V functional and the def2-TZVPD basis) on C12H19CdO3P2 as an isolated structure in a non-equilibrium geometry.

Computed properties:
DFT total energy	-42035.1599	eV
energy relative to the best compared isomer or geometry (same formula, charge and spin)	0.000	eV
LUMO energy	2.91	eV
frontier orbital gap	0.2020	hartree

Geometry as ORCA input:
```
! wB97M-V def2-TZVPD RIJCOSX def2/J DEFGRID3
* xyz -1 1
Cd 0.76006 -0.04381 0.24357
C -1.08016 2.64898 -2.34931
P -1.31690 1.35237 -1.07823
C -2.59503 2.18181 -0.04485
C -2.30705 0.08574 -1.97448
C -2.63154 0.23909 -3.32399
C -3.30304 -0.75544 -4.01538
C -3.66145 -1.93475 -3.36832
C -3.34001 -2.10282 -2.03365
C -2.66402 -1.11234 -1.31964
P -2.23382 -1.30724 0.46882
C -3.92806 -1.62325 1.13067
C -1.53288 -2.99850 0.50798
H -0.43194 2.25414 -3.13257
H -0.56614 3.47847 -1.86130
H -2.01755 3.01685 -2.77107
H -3.49741 2.40994 -0.61579
H -2.17134 3.10893 0.34503
H -2.84371 1.54730 0.80594
H -2.33366 1.13145 -3.85421
H -3.53626 -0.61599 -5.06422
H -4.18013 -2.71966 -3.90583
H -3.61270 -3.02670 -1.53544
H -4.43806 -2.44421 0.62057
H -4.52764 -0.71817 1.02587
H -3.84852 -1.85832 2.19345
H -2.21567 -3.76442 0.13388
H -1.25898 -3.21046 1.54273
H -0.60918 -3.00498 -0.07327
O 1.10527 -0.32257 2.12694
C 1.67900 -2.26534 -3.51207
O 1.60330 -1.88618 -2.14379
C 1.02184 -0.64930 -1.89333
O 0.61092 -0.01913 -2.84258
H 2.14354 -3.24972 -3.51864
H 2.28044 -1.55951 -4.08835
H 0.68588 -2.31088 -3.96575
*
```

Please write out number 2 again, unchanged.
ORCA calculation (the ωB97M-V functional and the def2-TZVPD basis) on one molecule with the formula C3H4ClF in a non-equilibrium geometry.

Computed properties:
SMILES string	FC/C=C/Cl
DFT total energy	-18413.1507	eV
energy relative to the best compared isomer or geometry (same formula, charge and spin)	1.923	eV
LUMO energy	0.62	eV
frontier orbital gap	0.3827	hartree

Geometry as ORCA input:
```
! wB97M-V def2-TZVPD RIJCOSX def2/J DEFGRID3
* xyz 0 1
F 1.84930 -1.06020 -0.39459
C 1.20110 0.13271 0.12095
C -0.14064 -0.21714 0.08345
C -1.27251 0.34851 -0.31484
Cl -2.60378 -0.66332 -0.11239
H 1.84052 0.19523 0.98764
H 1.31431 0.94651 -0.59596
H -0.62046 -1.01184 0.96153
H -1.56784 1.32956 -0.73578
*
```

> What is the formula in the first record?

C6H14BBrO5

Please write out number 3 again, unchanged.
ORCA calculation (the ωB97M-V functional and the def2-TZVPD basis) on C12H19CdO3P2 as an isolated structure in a non-equilibrium geometry.

Computed properties:
DFT total energy	-42035.1599	eV
energy relative to the best compared isomer or geometry (same formula, charge and spin)	0.000	eV
LUMO energy	2.91	eV
frontier orbital gap	0.2020	hartree

Geometry as ORCA input:
```
! wB97M-V def2-TZVPD RIJCOSX def2/J DEFGRID3
* xyz -1 1
Cd 0.76006 -0.04381 0.24357
C -1.08016 2.64898 -2.34931
P -1.31690 1.35237 -1.07823
C -2.59503 2.18181 -0.04485
C -2.30705 0.08574 -1.97448
C -2.63154 0.23909 -3.32399
C -3.30304 -0.75544 -4.01538
C -3.66145 -1.93475 -3.36832
C -3.34001 -2.10282 -2.03365
C -2.66402 -1.11234 -1.31964
P -2.23382 -1.30724 0.46882
C -3.92806 -1.62325 1.13067
C -1.53288 -2.99850 0.50798
H -0.43194 2.25414 -3.13257
H -0.56614 3.47847 -1.86130
H -2.01755 3.01685 -2.77107
H -3.49741 2.40994 -0.61579
H -2.17134 3.10893 0.34503
H -2.84371 1.54730 0.80594
H -2.33366 1.13145 -3.85421
H -3.53626 -0.61599 -5.06422
H -4.18013 -2.71966 -3.90583
H -3.61270 -3.02670 -1.53544
H -4.43806 -2.44421 0.62057
H -4.52764 -0.71817 1.02587
H -3.84852 -1.85832 2.19345
H -2.21567 -3.76442 0.13388
H -1.25898 -3.21046 1.54273
H -0.60918 -3.00498 -0.07327
O 1.10527 -0.32257 2.12694
C 1.67900 -2.26534 -3.51207
O 1.60330 -1.88618 -2.14379
C 1.02184 -0.64930 -1.89333
O 0.61092 -0.01913 -2.84258
H 2.14354 -3.24972 -3.51864
H 2.28044 -1.55951 -4.08835
H 0.68588 -2.31088 -3.96575
*
```

Copy entry 1 word for word.
ORCA calculation (the ωB97M-V functional and the def2-TZVPD basis) on a 2-piece molecular cluster, C6H14BBrO5 overall.

Computed properties:
SMILES string	C[C@@H](Br)CCOC(=O)CB(O)O.O
DFT total energy	-87408.5592	eV
energy relative to the best compared isomer or geometry (same formula, charge and spin)	0.109	eV
LUMO energy	0.25	eV
frontier orbital gap	0.3951	hartree

Geometry as ORCA input:
```
! wB97M-V def2-TZVPD RIJCOSX def2/J DEFGRID3
* xyz 0 1
C 2.02658 -0.83845 -0.06770
C 0.95899 0.13244 0.41914
Br 1.62359 1.02442 2.04528
C 0.60127 1.21004 -0.60681
C -0.52226 0.83980 -1.57948
O -0.48067 -0.52549 -2.00930
C -1.25537 -1.43644 -1.36452
O -0.79446 -2.51209 -1.06547
C -2.67860 -1.06304 -1.08283
B -2.90244 -0.74228 0.46055
O -3.84258 0.19626 0.84360
O -2.19106 -1.40071 1.41978
H 1.59693 -1.44929 -0.86519
H 2.39213 -1.47450 0.73732
H 2.86104 -0.27005 -0.48815
H 0.06856 -0.40229 0.75432
H 1.49924 1.47427 -1.17593
H 0.29311 2.12177 -0.08659
H -1.50867 1.09142 -1.17482
H -0.40286 1.44269 -2.48431
H -3.06639 -0.27463 -1.72770
H -3.26717 -1.96961 -1.27930
H -3.46927 0.83854 1.45991
H -1.65759 -2.12532 1.06205
O 5.04120 1.83526 2.59059
H 4.14046 1.48978 2.59561
H 4.93630 2.78752 2.66997
*
```